No. 1
Molecular formula: C20H47Br2Cl2FNO12PS
Method: DFT, the ωB97M-V functional and the def2-TZVPD basis

Element x y z (Å)
C  6.40  -0.80  1.59
C  5.45  -1.21  0.46
C  4.37  -0.13  0.30
C  3.72  -0.14  -1.06
O  2.87  1.02  -1.14
C  1.68  0.87  -1.80
O  0.83  -0.14  -1.28
C  -0.01  0.22  -0.26
F  0.71  0.76  0.78
C  -1.10  1.17  -0.71
Cl  -1.44  1.11  -2.42
C  -1.82  1.99  0.07
C  -1.62  2.15  1.54
Cl  -3.10  2.93  -0.57
C  -0.63  -1.14  0.20
N  -1.97  -0.96  0.79
C  -2.55  -2.03  1.52
Br  -2.81  -1.74  3.40
C  -2.97  -3.16  0.94
C  -2.84  -3.45  -0.52
Br  -3.79  -4.56  1.92
S  0.54  -2.12  1.19
C  0.54  -1.52  2.87
O  0.16  -3.50  1.15
O  1.87  -1.89  0.67
P  2.07  0.36  -3.60
O  0.92  -0.77  -3.95
O  1.61  1.66  -4.50
H  6.87  0.14  1.31
H  5.79  -0.56  2.46
H  7.12  -1.56  1.82
H  5.99  -1.33  -0.48
H  4.95  -2.12  0.78
H  4.87  0.84  0.36
H  3.64  -0.14  1.09
H  4.51  -0.04  -1.80
H  3.19  -1.07  -1.26
H  1.22  1.86  -1.85
H  -1.20  1.28  2.01
H  -2.54  2.46  2.02
H  -0.92  2.97  1.69
H  -0.74  -1.72  -0.72
H  -2.62  -0.76  0.03
H  -3.24  -2.63  -1.12
H  -3.38  -4.35  -0.77
H  -1.80  -3.64  -0.76
H  1.58  -1.41  3.14
H  0.06  -2.27  3.49
H  0.00  -0.59  2.93
H  0.05  -0.36  -4.02
H  0.77  1.48  -4.93
C  -5.03  1.01  -2.87
O  -5.02  -0.06  -1.93
H  -4.42  1.81  -2.46
H  -4.61  0.69  -3.83
H  -6.05  1.39  -3.02
H  -5.57  -0.77  -2.29
C  4.59  3.71  -3.57
O  4.69  2.32  -3.86
H  5.19  4.25  -4.31
H  3.55  4.05  -3.64
H  4.98  3.93  -2.57
H  4.16  1.86  -3.21
C  0.35  -1.53  7.00
O  -0.09  -0.74  5.89
H  1.40  -1.31  7.17
H  -0.22  -1.28  7.89
H  0.24  -2.60  6.78
H  -1.02  -0.94  5.74
C  0.02  -4.30  -4.74
O  0.13  -3.52  -3.56
H  -0.40  -5.26  -4.46
H  -0.64  -3.82  -5.47
H  1.00  -4.46  -5.19
H  0.50  -2.66  -3.80
C  -0.19  2.10  8.17
O  1.02  1.67  7.56
H  0.06  2.89  8.88
H  -0.88  2.50  7.43
H  -0.67  1.28  8.72
H  0.79  0.97  6.94
C  -6.25  4.34  -4.61
O  -6.92  4.08  -3.39
H  -5.26  4.73  -4.37
H  -6.14  3.42  -5.20
H  -6.79  5.08  -5.21
H  -7.79  3.73  -3.60

Multiplicity = 1
Frontier orbital gap = 8.753 eV
Electronic energy = -8655.55062 Eh

Atom charges from the Mulliken analysis, given in e for atoms 1 to 6: -1.33 -0.23 -0.84 -0.12 -0.44 0.05

No. 2
Molecular formula: C20H47Br6O12P3
Method: DFT, the ωB97M-V functional and the def2-TZVPD basis

Element x y z (Å)
C  -5.36  -16.40  -8.35
Br  -4.61  -15.82  -10.04
Br  -4.20  -16.28  -6.80
Br  -6.21  -18.19  -8.45
H  -6.18  -15.71  -8.12
C  -9.07  -16.07  -10.02
Br  -10.97  -16.21  -10.58
Br  -8.85  -14.95  -8.42
Br  -7.85  -15.57  -11.44
H  -8.83  -17.09  -9.69
C  -12.80  -21.07  -7.71
C  -12.49  -19.68  -7.17
O  -13.67  -18.88  -7.10
P  -13.88  -17.58  -6.23
O  -13.83  -17.80  -4.77
O  -12.74  -16.59  -6.72
C  -12.28  -15.48  -5.92
C  -10.83  -15.74  -5.54
O  -15.19  -16.94  -6.85
C  -16.52  -17.21  -6.27
C  -17.00  -18.62  -6.54
H  -12.94  -21.07  -8.77
H  -11.95  -21.76  -7.52
H  -13.67  -21.62  -7.21
H  -12.17  -19.78  -6.16
H  -11.72  -19.21  -7.80
H  -12.32  -14.56  -6.52
H  -12.94  -15.38  -5.01
H  -10.32  -14.95  -5.05
H  -10.71  -16.63  -4.86
H  -10.32  -15.93  -6.47
H  -16.36  -16.93  -5.21
H  -17.10  -16.47  -6.79
H  -16.66  -19.41  -5.88
H  -18.10  -18.59  -6.61
H  -16.63  -18.82  -7.50
C  -14.65  -14.48  -8.76
C  -14.41  -14.06  -10.28
O  -13.78  -15.22  -10.98
P  -14.56  -16.33  -11.76
O  -15.90  -16.73  -11.28
O  -14.43  -15.88  -13.27
C  -15.46  -16.47  -14.17
C  -15.50  -15.71  -15.46
O  -13.67  -17.62  -11.82
C  -13.87  -18.61  -10.71
C  -14.14  -19.93  -11.33
H  -15.06  -15.50  -8.69
H  -13.92  -14.22  -8.03
H  -15.48  -13.82  -8.41
H  -15.39  -13.78  -10.76
H  -13.76  -13.20  -10.44
H  -15.19  -17.49  -14.46
H  -16.43  -16.54  -13.68
H  -15.68  -14.58  -15.40
H  -14.49  -15.83  -15.90
H  -16.17  -16.18  -16.22
H  -12.95  -18.57  -10.09
H  -14.77  -18.29  -10.13
H  -14.08  -20.73  -10.55
H  -15.17  -19.91  -11.76
H  -13.36  -20.21  -11.98
C  -5.37  -21.50  -7.35
C  -5.71  -21.40  -8.83
O  -6.99  -20.74  -8.93
P  -7.73  -20.58  -10.33
O  -8.73  -19.52  -10.19
O  -6.56  -20.33  -11.44
C  -6.52  -19.12  -12.19
C  -7.56  -19.00  -13.27
O  -8.26  -22.06  -10.52
C  -9.24  -22.63  -11.37
C  -9.10  -24.13  -11.38
H  -5.86  -22.30  -6.90
H  -4.29  -21.64  -7.23
H  -5.70  -20.62  -6.82
H  -5.01  -20.91  -9.46
H  -5.79  -22.42  -9.27
H  -6.66  -18.27  -11.53
H  -5.49  -19.05  -12.57
H  -8.58  -18.91  -12.98
H  -7.31  -18.04  -13.73
H  -7.51  -19.72  -14.03
H  -10.16  -22.28  -10.96
H  -9.12  -22.21  -12.37
H  -9.30  -24.60  -10.44
H  -9.76  -24.56  -12.18
H  -8.06  -24.36  -11.67

Multiplicity = 1
Relative energy (zero: lowest compared OMol25 entry of this formula, charge and spin) = 115.1 kJ/mol
Frontier orbital gap = 9.785 eV
Electronic energy = -18161.53411 Eh

Atom charges from the Mulliken analysis, given in e for atoms 1 to 6: 0.00 -0.05 -0.08 0.17 0.03 0.40

No. 3
Molecular formula: C20H47N10O2P3S2
Method: DFT, the ωB97M-V functional and the def2-TZVPD basis

Element x y z (Å)
N  -1.76  1.64  1.82
P  -3.17  1.24  1.23
C  -4.45  2.58  1.30
C  -5.80  2.22  1.31
S  -6.19  0.45  1.19
C  -6.91  3.19  1.41
C  -8.38  2.73  1.46
C  -8.75  2.23  2.92
N  -8.77  0.77  3.10
C  -6.65  4.54  1.47
C  -5.27  4.95  1.42
N  -4.80  6.20  1.44
S  -3.18  6.16  1.41
N  -2.96  4.55  1.34
C  -4.17  4.00  1.35
H  -1.80  2.61  2.13
H  -3.08  0.81  -0.13
H  -3.67  0.18  2.03
H  -6.53  0.32  -0.13
H  -8.62  2.00  0.67
H  -9.00  3.62  1.27
H  -7.98  2.65  3.60
H  -9.74  2.64  3.19
H  -8.85  0.27  2.22
H  -7.88  0.47  3.49
H  -7.44  5.29  1.53
O  -1.19  -1.43  -0.50
P  -0.34  -2.37  -1.32
N  -0.09  -1.25  -2.62
C  -0.08  -1.50  -4.04
C  0.75  -0.10  -2.28
N  -1.66  -3.49  -1.64
C  -2.41  -3.47  -2.88
C  -2.66  -3.54  -0.56
N  0.77  -3.52  -1.96
C  2.19  -3.16  -1.86
C  0.53  -4.66  -2.81
H  0.83  -1.99  -4.40
H  -0.17  -0.56  -4.59
H  -0.94  -2.07  -4.38
H  1.80  -0.39  -2.16
H  0.42  0.36  -1.35
H  0.71  0.67  -3.05
H  -2.89  -2.50  -3.07
H  -3.19  -4.24  -2.86
H  -1.80  -3.74  -3.74
H  -3.36  -2.70  -0.61
H  -2.19  -3.55  0.42
H  -3.25  -4.46  -0.64
H  2.53  -2.61  -2.75
H  2.82  -4.04  -1.74
H  2.36  -2.53  -0.98
H  0.34  -4.37  -3.85
H  -0.29  -5.29  -2.45
H  1.40  -5.32  -2.83
O  4.62  -1.28  -0.62
P  5.14  -0.55  0.62
N  4.54  1.00  0.15
C  5.17  2.29  0.27
C  3.08  1.13  0.18
N  6.82  -0.79  0.19
C  7.62  0.25  -0.45
C  7.08  -2.02  -0.57
N  5.63  -0.01  2.18
C  4.55  0.27  3.13
C  6.92  0.46  2.63
H  5.17  2.69  1.30
H  4.66  3.03  -0.35
H  6.19  2.30  -0.10
H  2.69  1.14  1.21
H  2.61  0.29  -0.34
H  2.74  2.04  -0.32
H  7.19  0.57  -1.41
H  8.63  -0.11  -0.64
H  7.76  1.12  0.19
H  6.82  -1.91  -1.63
H  6.51  -2.86  -0.17
H  8.14  -2.29  -0.52
H  4.23  1.32  3.08
H  4.86  0.06  4.16
H  3.69  -0.36  2.93
H  7.13  1.48  2.29
H  7.73  -0.20  2.34
H  6.96  0.49  3.73

Multiplicity = 1
Frontier orbital gap = 6.714 eV
Electronic energy = -3308.49918 Eh

Atom charges from the Mulliken analysis, given in e for atoms 1 to 6: -0.78 0.62 0.14 -0.24 -0.28 0.30

No. 4
Molecular formula: C20H47O12PS
Method: DFT, the ωB97M-V functional and the def2-TZVPD basis

Element x y z (Å)
O  -0.08  0.02  -1.61
C  0.71  1.04  -1.25
C  2.35  1.12  -1.02
C  2.47  2.24  0.21
P  3.53  1.82  1.75
O  5.01  2.78  1.62
O  4.02  0.15  1.72
S  2.52  2.29  3.39
C  0.87  2.60  0.49
O  0.33  2.45  -0.90
H  2.99  1.32  -2.00
H  2.69  0.08  -0.57
H  2.84  3.23  -0.33
H  4.85  3.68  2.02
H  4.09  -0.16  2.67
H  0.36  1.66  1.01
H  0.63  3.60  1.06
C  1.41  -3.50  4.13
O  1.80  -3.85  5.46
C  3.22  -4.00  5.59
C  3.85  -2.75  6.21
O  3.73  -1.62  5.34
C  2.66  -0.76  5.72
H  0.38  -3.13  4.17
H  2.05  -2.72  3.71
H  1.44  -4.39  3.50
H  3.67  -4.24  4.62
H  3.39  -4.85  6.26
H  4.93  -2.93  6.34
H  3.43  -2.53  7.19
H  2.97  -0.15  6.58
H  1.75  -1.32  5.97
H  2.43  -0.10  4.88
C  3.15  -6.95  2.75
O  2.30  -6.53  1.69
C  2.76  -7.00  0.42
C  1.98  -8.24  -0.04
O  2.24  -9.36  0.83
C  1.20  -9.56  1.77
H  2.60  -6.81  3.69
H  3.44  -7.99  2.67
H  4.04  -6.31  2.77
H  3.84  -7.19  0.44
H  2.57  -6.19  -0.30
H  2.33  -8.53  -1.04
H  0.91  -8.04  -0.10
H  0.35  -10.05  1.29
H  0.87  -8.62  2.23
H  1.57  -10.22  2.56
C  -3.17  6.27  -3.01
O  -2.23  7.24  -3.48
C  -1.68  8.03  -2.42
C  -0.29  7.52  -2.01
O  -0.37  6.21  -1.43
C  -0.01  5.19  -2.36
H  -3.32  5.54  -3.80
H  -2.82  5.76  -2.12
H  -4.12  6.77  -2.80
H  -2.36  8.05  -1.56
H  -1.58  9.05  -2.80
H  0.11  8.19  -1.24
H  0.40  7.54  -2.86
H  1.08  5.16  -2.47
H  -0.47  5.35  -3.34
H  -0.35  4.23  -1.97
C  -6.68  1.51  -6.51
O  -6.35  0.80  -5.32
C  -5.07  1.18  -4.79
C  -5.22  2.18  -3.64
O  -5.77  3.42  -4.09
C  -7.17  3.53  -3.81
H  -7.75  1.39  -6.69
H  -6.45  2.58  -6.43
H  -6.13  1.08  -7.35
H  -4.43  1.59  -5.58
H  -4.60  0.27  -4.41
H  -4.23  2.40  -3.23
H  -5.83  1.76  -2.83
H  -7.31  3.77  -2.75
H  -7.71  2.61  -4.06
H  -7.57  4.34  -4.41

Multiplicity = 1
Frontier orbital gap = 9.194 eV
Electronic energy = -2432.40877 Eh

Atom charges from the Mulliken analysis, given in e for atoms 1 to 6: -0.55 0.44 -0.54 0.11 0.73 -0.56

> Number 1 is which compound?

C20H47Br2Cl2FNO12PS

> Which of these has the highest electronic energy?

C20H47O12PS